# 1
Density functional theory data (the ωB97M-V functional and the def2-TZVPD basis) for a 7-piece molecular cluster, C20H53N3O10 overall in a non-equilibrium geometry.

```
! wB97M-V def2-TZVPD RIJCOSX def2/J DEFGRID3
* xyz 0 1
H 1.88 4.04 -1.42
N 1.82 3.46 -0.58
C 1.09 2.45 -0.76
C 0.40 2.04 -2.03
N 0.70 0.63 -2.26
C -0.40 -0.31 -2.37
C 0.18 -1.74 -2.45
C 1.49 -1.96 -1.70
C 1.88 -3.43 -1.47
C 0.75 -4.20 -0.78
C 3.12 -3.45 -0.59
C -1.33 -0.20 -1.13
O -0.60 -0.07 0.07
C -1.41 -0.12 1.22
C -1.21 1.16 2.02
O -1.52 2.23 1.16
C -2.00 3.42 1.78
C -3.00 4.11 0.84
C -3.87 3.13 0.04
O -1.04 -1.23 2.00
C -2.11 -2.09 2.36
C -2.54 -3.03 1.24
C -2.99 -4.40 1.77
N -1.30 0.05 -3.52
C -2.36 -0.92 -3.80
C -0.57 0.40 -4.71
C -0.08 -0.66 -5.67
O -0.34 1.54 -4.94
H 0.96 1.77 0.08
H -0.68 2.22 -1.99
H 0.80 2.66 -2.84
H 1.35 0.51 -3.02
H 0.34 -2.02 -3.50
H -0.58 -2.43 -2.07
H 2.30 -1.48 -2.26
H 1.47 -1.45 -0.73
H 2.12 -3.89 -2.44
H -0.07 -4.46 -1.46
H 1.12 -5.10 -0.29
H 0.32 -3.55 0.00
H 2.87 -3.03 0.39
H 3.49 -4.46 -0.40
H 3.91 -2.82 -1.00
H -2.01 0.65 -1.26
H -1.94 -1.11 -1.07
H -2.47 -0.19 0.94
H -1.86 1.15 2.91
H -0.17 1.20 2.36
H -1.16 4.09 1.97
H -2.48 3.19 2.74
H -2.45 4.76 0.15
H -3.64 4.75 1.44
H -3.40 2.88 -0.92
H -4.04 2.20 0.58
H -4.84 3.57 -0.19
H -1.74 -2.67 3.21
H -2.96 -1.49 2.72
H -1.67 -3.16 0.58
H -3.34 -2.59 0.64
H -2.15 -5.11 1.78
H -3.38 -4.33 2.79
H -3.79 -4.83 1.15
H -2.99 -1.04 -2.92
H -2.01 -1.91 -4.13
H -3.00 -0.52 -4.59
H -0.54 -1.64 -5.54
H -0.23 -0.31 -6.69
H 0.99 -0.77 -5.51
O 2.55 4.89 1.94
H 2.48 4.55 1.03
H 3.02 5.73 1.88
O 3.01 0.44 2.02
H 2.45 -0.05 1.41
H 2.80 1.37 1.83
O 4.38 3.04 3.85
H 3.95 3.75 3.35
H 4.35 2.27 3.27
O 4.33 5.24 6.13
H 3.87 5.97 5.71
H 4.26 4.51 5.50
O 2.57 -5.91 1.63
H 3.37 -6.44 1.73
H 2.46 -5.48 2.48
O 1.21 2.84 3.55
H 1.93 2.25 3.81
H 1.67 3.60 3.17
*
```

Its SMILES is [H]/N=C\CN[C@@](CCC(C)C)(CO[C@H](COCCC)OCCC)N(C)C(C)=O.O.O.O.O.O.O. The HOMO-LUMO gap comes out at 9.78 eV. Its lowest unoccupied orbital energy is 0.49 eV.

And the Mulliken charges, in e, turn out to be: 0.182 -0.610 0.195 -0.600 -0.178 1.048 -1.031 -1.038 0.795 -1.113 -1.607 -2.054 0.418 -0.762 -0.873 0.114 -0.642 -0.436 -0.851 -0.404 -0.661 0.594 -1.402 0.180 -1.061 0.887 -1.185 -0.554 -0.045 0.159 0.497 0.422 0.507 0.180 0.522 0.135 0.332 0.319 0.484 -0.012 0.243 0.386 0.461 0.423 0.601 0.749 0.581 0.017 0.168 0.393 0.311 0.388 0.101 0.151 0.406 0.540 0.293 -0.370 0.212 0.322 0.356 0.387 0.270 0.347 0.384 0.345 0.383 0.261 -0.651 0.449 0.312 -0.718 0.276 0.353 -0.654 0.375 0.259 -0.636 0.296 0.370 -0.587 0.298 0.303 -0.534 0.296 0.240

# 2
Density functional theory data (the ωB97M-V functional and the def2-TZVPD basis) for one molecule with the formula C4H2Cl2O2 in a non-equilibrium geometry.

```
! wB97M-V def2-TZVPD RIJCOSX def2/J DEFGRID3
* xyz 0 1
O -0.81 2.46 -0.20
C -1.35 1.39 -0.26
C -0.70 0.01 -0.28
C -1.70 -1.18 -0.08
O -2.91 -0.88 0.51
C 0.70 -0.18 -0.04
Cl 1.24 -1.79 -0.14
Cl 1.81 1.09 0.27
H -2.41 1.37 -0.45
H -1.33 -2.28 -0.18
*
```

Its SMILES is O=CC(C=O)=C(Cl)Cl. The energy above the lowest of the compared OMol25 structures with the same formula, charge and spin is 57.6 kcal/mol. The HOMO-LUMO gap comes out at 8.64 eV. Its lowest unoccupied orbital energy is -1.42 eV.

And the Mulliken charges, in e, turn out to be: -0.454 -0.058 0.071 -0.092 -0.489 0.592 -0.155 -0.065 0.377 0.273

# 3
Density functional theory data (the ωB97M-V functional and the def2-TZVPD basis) for a 2-piece molecular cluster, CH6N2 overall in a non-equilibrium geometry.

```
! wB97M-V def2-TZVPD RIJCOSX def2/J DEFGRID3
* xyz 0 1
C -1.15 0.49 1.25
N -1.73 -0.24 0.43
H -1.64 0.94 2.13
H -0.09 0.81 1.23
H -1.10 -0.44 -0.35
N 1.26 -0.22 -1.19
H 1.29 -0.55 -0.24
H 2.14 0.19 -1.44
H 1.02 -0.98 -1.82
*
```

Its SMILES is C=N.N. The energy above the lowest of the compared OMol25 structures with the same formula, charge and spin is 15.7 kcal/mol. The HOMO-LUMO gap comes out at 10.95 eV. Its lowest unoccupied orbital energy is 1.00 eV.

And the Mulliken charges, in e, turn out to be: -0.183 -0.558 0.250 0.142 0.367 -0.652 0.217 0.205 0.213

# 4
Density functional theory data (the ωB97M-V functional and the def2-TZVPD basis) for one molecule with the formula C3H9N3O in a non-equilibrium geometry.

```
! wB97M-V def2-TZVPD RIJCOSX def2/J DEFGRID3
* xyz 0 1
C 0.72 -1.54 0.77
N 0.41 -0.12 0.88
C -0.87 0.48 0.03
C 0.33 1.10 -0.36
N -1.92 1.03 0.69
N 1.24 0.77 -1.37
O -1.26 -0.02 -1.32
H -0.81 0.31 -2.12
H 0.81 0.33 1.69
H -2.82 0.59 0.57
H -1.65 1.56 1.51
H 1.89 1.46 -1.72
H 1.54 -0.19 -1.48
H 1.64 -1.72 0.20
H -0.10 -2.07 0.27
H 0.84 -1.98 1.75
*
```

The energy above the lowest of the compared OMol25 structures with the same formula, charge and spin is 146.4 kcal/mol. The HOMO-LUMO gap comes out at 7.29 eV. Its lowest unoccupied orbital energy is 0.80 eV.

And the Mulliken charges, in e, turn out to be: -0.868 -0.229 0.991 -0.804 -0.509 -0.287 -0.593 0.343 0.262 0.241 0.207 0.245 0.130 0.267 0.281 0.322